Record 1
{
  "formula": "C22H51GaIN4O5",
  "method": "ωB97M-V with the def2-TZVPD basis set",
  "charge": -1,
  "e_tot_ev": -100316.9564,
  "multiplicity": 1,
  "species": ["I", "Ga", "O", "O", "O", "O", "O", "N", "N", "N", "N", "C", "C", "C", "C", "C", "C", "C", "C", "C", "C", "C", "C", "C", "C", "C", "C", "C", "C", "C", "C", "C", "C", "H", "H", "H", "H", "H", "H", "H", "H", "H", "H", "H", "H", "H", "H", "H", "H", "H", "H", "H", "H", "H", "H", "H", "H", "H", "H", "H", "H", "H", "H", "H", "H", "H", "H", "H", "H", "H", "H", "H", "H", "H", "H", "H", "H", "H", "H", "H", "H", "H", "H", "H"],
  "xyz": [[1.508997, 0.083313, -4.433223], [0.238276, -0.201004, -1.269346], [2.270075, 3.681027, -5.615890], [4.694869, 2.465482, -1.299231], [-3.579474, -2.365006, 2.399428], [-3.515184, -2.075702, 6.425897], [3.220675, -2.336114, 4.170825], [4.500431, -3.507597, 2.754002], [-4.474280, -0.404685, 2.980818], [2.254429, 2.388102, -7.450839], [-1.868519, -0.794211, 5.614941], [2.908921, 4.744328, -7.656735], [-5.618402, -2.478956, 3.643621], [3.725070, -2.430898, 3.060371], [-5.439720, 0.486094, 3.590542], [-0.684604, 1.962920, -3.284754], [-4.479889, -1.768344, 2.958700], [-0.934862, -1.420409, 1.173114], [3.555883, 1.746497, -1.842797], [-1.417365, -0.550674, -0.052729], [-1.288325, -2.688919, 7.056500], [2.424888, 2.092055, -8.856950], [-1.284869, 2.579898, -1.982414], [-2.315534, -1.841417, 6.352218], [-0.252221, 0.461444, -3.159566], [-3.846520, -0.474958, -1.043689], [-0.499583, -0.362348, 5.400942], [3.525776, -1.390477, 1.990317], [-2.507789, -1.295766, -0.906622], [1.622404, 0.935716, -0.256239], [2.255221, 2.133184, -1.049825], [2.454200, 3.576212, -6.816429], [5.176473, -3.796823, 1.505642], [4.485135, -0.955562, 1.703465], [-5.860914, 1.134075, 2.817997], [-5.484350, -3.552592, 3.542449], [-1.123913, -2.497956, 1.027717], [0.145450, -1.221545, 1.335974], [3.408262, 2.162194, -2.861768], [3.037522, -1.834175, 1.120345], [-0.610109, -3.141154, 6.331385], [-1.476585, -1.107150, 2.084999], [-0.723857, -2.085612, 7.769391], [-3.683180, -0.000583, 2.499941], [-2.609261, -0.275012, 5.170275], [-4.931738, 1.108447, 4.331532], [-6.242999, -0.059169, 4.075753], [5.190019, 2.807326, -2.036861], [3.025319, 5.616775, -7.018909], [6.249547, -3.881250, 1.694831], [3.745672, 0.660539, -1.845399], [-0.283973, -0.389990, 4.331111], [1.473151, 1.740984, -9.262739], [2.889708, -0.597119, 2.372645], [0.904586, -1.674706, -1.462661], [-2.773470, -2.254866, -0.413064], [-0.393751, 0.665758, 5.755318], [-1.049796, -0.206090, -3.545051], [5.005070, -3.022960, 0.764286], [-5.628079, -2.229261, 4.706184], [0.212060, -0.994148, 5.922490], [-4.427384, -0.756656, -1.944150], [-1.827610, 0.395183, 0.377977], [-3.586899, 0.599064, -1.076785], [-1.416960, 2.089737, -4.110535], [1.949612, 1.637348, -6.840053], [-6.569500, -2.203253, 3.182268], [3.166299, 1.296637, -8.963995], [-1.808600, 1.863417, -1.330757], [-4.455823, -0.662355, -0.138242], [0.221728, 2.533456, -3.578596], [3.871160, 4.524439, -8.123010], [2.453758, 0.262311, 0.049975], [2.614578, 2.870046, -0.290789], [-0.538107, 3.169818, -1.413885], [-1.794448, -3.483118, 7.599527], [1.555467, 2.687841, -1.696180], [-2.050613, 3.325937, -2.301737], [1.191698, 1.313296, 0.703481], [2.752321, 2.961970, -9.418812], [-2.095990, -1.549904, -1.904782], [2.166150, 4.971783, -8.423632], [4.592238, -4.163534, 3.512616], [4.811948, -4.750623, 1.117863]],
  "atomic_forces_ev_per_a": [[-0.54, -0.14, -0.02], [0.20, -0.36, 0.79], [0.08, 0.22, -0.11], [-0.27, -0.49, 0.49], [-0.22, -0.22, 0.04], [-0.08, -0.07, 0.11], [0.05, -0.02, -0.01], [-0.07, 0.25, -0.08], [-0.11, -0.09, 0.21], [0.09, 0.31, 0.00], [0.07, -0.27, 0.42], [0.05, 0.14, -0.05], [-0.14, 0.02, 0.08], [-0.16, 0.09, 0.22], [0.43, 0.16, -0.31], [0.47, -0.34, -0.16], [0.28, -0.15, -0.11], [0.08, 0.97, -0.32], [-0.94, 1.41, -0.41], [-0.06, -0.56, -0.05], [0.00, -0.11, 0.06], [-0.15, -0.32, 0.38], [-0.40, 0.76, -0.65], [-0.23, 0.20, -0.30], [-0.55, 0.57, 0.38], [0.83, -0.36, 0.14], [-0.32, 0.25, -0.31], [-0.03, -0.04, 0.08], [-0.48, 0.33, 0.45], [0.10, 0.41, -0.23], [1.03, -0.29, 1.24], [-0.14, -0.31, 0.34], [0.03, -0.33, 0.39], [-0.06, -0.03, -0.17], [-0.15, 0.06, 0.15], [0.13, 0.07, -0.07], [0.25, 0.48, 0.04], [-0.41, -0.40, 0.08], [0.16, -0.84, 0.28], [0.09, 0.12, -0.09], [0.11, 0.09, 0.08], [0.28, -0.37, -0.24], [0.13, -0.05, -0.09], [-0.05, -0.01, -0.10], [0.02, -0.06, -0.12], [-0.23, 0.07, 0.09], [0.08, -0.07, -0.01], [0.20, 0.08, -0.28], [-0.04, -0.11, 0.08], [0.03, 0.02, -0.22], [-0.11, 0.42, -0.06], [0.20, -0.02, 0.07], [0.09, 0.01, -0.20], [0.00, -0.09, 0.05], [-0.10, -0.04, -0.09], [0.20, 0.39, -0.32], [0.19, -0.04, 0.00], [0.60, 0.33, -0.06], [-0.06, 0.01, 0.08], [-0.07, 0.02, -0.02], [-0.07, -0.04, -0.03], [0.21, 0.18, 0.46], [0.07, -0.48, -0.39], [-0.36, -0.40, -0.16], [0.39, -0.09, 0.34], [-0.02, 0.08, 0.06], [-0.03, 0.04, 0.11], [0.00, 0.04, -0.22], [0.46, 0.16, -0.25], [0.16, 0.20, -0.43], [-0.64, -0.11, 0.18], [-0.07, 0.04, -0.14], [-0.41, 0.39, -0.19], [-0.16, -0.24, -0.60], [-0.31, -0.67, -0.11], [-0.10, 0.07, -0.06], [0.19, -0.45, 0.12], [0.38, -0.39, 0.26], [0.11, -0.18, -0.62], [-0.01, 0.00, 0.07], [-0.35, 0.12, 0.38], [0.12, -0.01, -0.10], [-0.01, -0.02, -0.02], [0.09, 0.07, -0.20]],
  "mulliken_charge": [-0.158, -0.511, -0.563, -0.554, -0.566, -0.662, -0.690, -0.142, -0.015, -0.001, -0.042, -1.429, -1.602, 0.454, -1.052, -0.163, 0.984, -0.380, -0.198, 0.512, -1.395, -0.931, -0.911, 0.953, -0.613, -1.034, -0.746, -1.123, -0.834, -0.079, -0.332, 0.891, -0.813, 0.526, 0.323, 0.327, 0.301, 0.045, 0.050, 0.368, 0.356, -0.381, 0.375, 0.171, 0.077, 0.288, 0.391, 0.313, 0.276, 0.275, 0.183, 0.168, 0.285, 0.344, -0.486, 0.325, 0.281, 0.642, 0.323, 0.341, 0.332, 0.327, 0.493, 0.232, 0.359, -0.001, 0.395, 0.279, 0.064, 0.150, 0.120, 0.372, -0.257, 0.417, 0.237, 0.303, -0.017, 0.379, 0.331, 0.359, 0.488, 0.380, 0.237, 0.277]
}


Record 2
{
  "formula": "C22H51N3O5S5",
  "method": "ωB97M-V with the def2-TZVPD basis set",
  "e_tot_ev": -92520.0096,
  "multiplicity": 1,
  "species": ["S", "S", "S", "S", "S", "O", "O", "O", "O", "O", "N", "N", "N", "C", "C", "C", "C", "C", "C", "C", "C", "C", "C", "C", "C", "C", "C", "C", "C", "C", "C", "C", "C", "C", "C", "H", "H", "H", "H", "H", "H", "H", "H", "H", "H", "H", "H", "H", "H", "H", "H", "H", "H", "H", "H", "H", "H", "H", "H", "H", "H", "H", "H", "H", "H", "H", "H", "H", "H", "H", "H", "H", "H", "H", "H", "H", "H", "H", "H", "H", "H", "H", "H", "H", "H", "H"],
  "xyz": [[2.876005, 2.951527, 0.536759], [-4.322369, 0.902787, -2.426687], [0.297772, -5.225266, 1.728109], [3.532699, -1.670161, 2.801959], [-1.731864, 3.617669, -1.262639], [-3.808023, 0.949994, -1.053413], [-0.646973, 3.495156, -2.242424], [2.580357, -1.315813, 1.683503], [0.875766, -5.166260, 3.089386], [1.878644, 3.601722, 1.494320], [0.278272, 0.294764, -3.317614], [-1.494516, -4.221634, -1.621471], [-3.083160, 3.529746, 3.999688], [0.486644, 1.573465, 4.163658], [1.575630, 2.570168, -5.504496], [-5.044760, -0.700530, -2.681177], [-0.799551, -1.127010, -0.412031], [-1.387752, 5.105969, -0.250111], [0.356606, -6.856849, 1.092031], [-1.923259, 1.419008, 4.983432], [-1.488516, -5.169631, 1.962482], [0.044227, -2.194785, -1.025400], [-2.517407, 2.697574, 4.537480], [0.881761, 1.218923, -3.582404], [-1.548115, -1.590926, 0.873621], [-1.389136, 2.447808, 0.090677], [-0.812605, -3.367993, -1.322502], [2.553420, -2.529123, 3.985467], [2.169864, 1.468153, -0.057993], [2.700340, 4.010672, -0.942800], [-0.871622, 0.911097, 3.979514], [2.535753, 1.613844, -6.217683], [1.532807, 2.415983, -4.004618], [-3.008527, 0.764018, -3.523976], [4.472799, -3.139689, 2.333582], [-1.933287, -2.628681, 0.696206], [2.490047, 1.803736, -7.285861], [-1.697365, -5.752117, 2.847955], [1.049156, 3.252382, -3.582544], [-0.794330, -0.175145, 3.970849], [-1.085267, 1.512718, -0.372341], [-1.459722, -0.789213, -1.202476], [3.146368, 4.977570, -0.577874], [1.831832, 3.609477, -5.875557], [-0.261021, -6.915409, 0.140115], [0.513894, -1.847823, -1.965724], [-2.449729, -0.163413, -3.369443], [-2.290367, 2.253193, 0.658761], [-0.155120, -0.300193, -0.210316], [3.143897, 3.702225, -1.879987], [0.832996, -2.538917, -0.357176], [-0.526875, 4.973948, 0.380430], [-0.070379, -7.501838, 1.904238], [2.129227, 0.785864, 0.759622], [5.014047, -3.469457, 3.206493], [1.323292, 1.097718, 3.646111], [2.456653, 0.544753, -5.936860], [0.786489, 1.698433, 5.198559], [0.584329, 2.544306, -6.003250], [1.931513, -1.784586, 4.497224], [-2.289835, 5.234197, 0.358431], [1.630014, 4.160161, -1.004404], [3.106696, -3.149379, 4.698666], [-2.085026, -5.514965, 1.098992], [2.675331, 1.070912, -0.967689], [1.873106, -3.212635, 3.462999], [-1.603793, -4.144944, 2.208285], [-5.507416, -0.735901, -3.662561], [-2.432785, 1.630955, -3.251531], [1.124215, 1.756597, -0.334785], [-1.181997, 1.103776, 2.932232], [5.258721, -2.908546, 1.612861], [-0.841470, -1.618701, 1.690489], [-5.791736, -0.752658, -1.924562], [1.432833, -7.116618, 1.008322], [3.566668, 1.803598, -5.923508], [-2.656083, 0.588382, 5.078275], [3.850722, -3.928750, 1.931980], [2.559396, 2.335434, -3.612516], [-1.508953, 1.549922, 5.996225], [-2.431542, -0.962161, 1.079141], [-0.635357, 2.859415, 0.709934], [0.471241, 2.551723, 3.741639], [-3.304778, 0.869935, -4.558524], [-4.330317, -1.509291, -2.488064], [-1.209344, 5.865631, -1.053709]],
  "atomic_forces_ev_per_a": [[0.27, 1.70, 0.68], [-2.32, 0.55, -0.53], [-0.65, 1.20, -1.13], [0.02, -0.07, -0.90], [-1.13, 0.15, 2.00], [0.80, -0.27, 1.07], [1.39, -0.15, -1.00], [0.53, -0.21, 0.50], [0.27, -0.41, 0.54], [0.71, -0.92, -0.94], [-0.67, -1.59, 0.56], [-1.33, -1.78, -0.34], [-0.26, 1.06, -0.21], [0.40, -0.18, -0.04], [-0.09, 0.85, -2.34], [0.42, -0.26, 0.12], [-0.90, 0.04, 0.56], [-0.56, -0.13, -1.48], [-0.16, -1.52, 0.34], [0.09, -0.64, 0.21], [0.37, -0.65, -0.28], [0.39, -1.27, -0.50], [0.01, -1.87, 0.10], [-0.28, 0.62, -0.37], [-0.42, -0.41, -1.46], [-0.72, -0.26, -0.85], [1.79, 1.95, 0.04], [-1.22, -0.41, 0.64], [-1.67, 0.38, -1.64], [0.30, 1.05, 1.40], [0.60, 0.18, -0.90], [0.42, -0.24, 0.58], [1.55, 0.11, -0.57], [1.27, -0.37, -0.38], [0.64, 0.27, -0.48], [0.24, 0.87, 0.23], [-0.08, -0.48, -0.15], [-0.06, -0.35, 0.23], [-0.59, 0.83, 0.86], [-0.04, -0.12, 0.63], [-0.05, 0.06, -0.07], [-0.53, 0.17, 0.13], [-0.33, -0.89, -0.57], [0.30, -0.82, 1.16], [1.06, 0.04, 1.10], [-0.30, -0.20, 0.43], [0.12, 0.24, -0.02], [-0.30, 0.11, 0.00], [0.46, 0.61, 0.35], [0.18, -0.29, 0.06], [0.13, 0.05, 0.13], [0.48, -0.09, 0.14], [0.22, 0.26, -0.84], [0.21, -0.81, 0.45], [-0.05, -0.21, 0.50], [-0.27, -0.36, -0.05], [-0.69, 0.46, -0.48], [-0.09, -0.21, 0.34], [0.13, -0.69, 0.77], [0.26, -0.14, 0.06], [0.19, 0.45, -0.20], [-0.30, -0.04, -0.37], [0.18, 0.46, -0.09], [0.45, 0.45, 0.32], [-0.11, 0.21, 0.84], [0.18, 0.12, -0.11], [-0.78, 0.96, 0.08], [0.08, -0.14, -0.14], [0.81, 0.25, -0.15], [0.75, -0.41, 0.05], [-0.20, 0.14, 0.57], [-0.28, 0.33, -0.17], [0.04, 0.05, 0.43], [-0.83, -0.18, 0.51], [-0.75, 0.03, -0.44], [0.19, 0.47, 0.07], [-0.18, 1.05, -0.09], [-0.37, -0.07, 0.07], [-0.14, 0.35, -0.14], [0.09, -0.05, -0.41], [0.56, -0.10, 0.08], [0.93, 0.27, 0.62], [-0.09, 0.96, -0.29], [-0.32, -0.05, -0.20], [0.02, 0.18, -0.29], [-0.39, -0.23, 1.08]],
  "mulliken_charge": [0.293, 0.367, 0.769, 0.426, 0.261, -0.500, -0.611, -0.474, -0.745, -0.562, -0.408, -0.567, -0.462, -1.260, -0.766, -0.973, 1.814, -1.069, -1.048, -0.668, -0.967, 0.041, 0.285, 0.071, -0.958, -0.149, 0.004, -0.449, 0.711, -0.631, 0.636, -1.216, 0.388, -0.316, -1.049, 0.281, 0.376, 0.484, 0.178, 0.195, -0.780, -0.480, 0.407, 0.390, 0.316, 0.327, 0.143, 0.536, -0.820, 0.272, 0.099, 0.218, 0.333, -0.243, 0.454, 0.148, 0.295, 0.404, 0.363, 0.226, 0.452, -0.004, 0.400, 0.384, 0.366, -0.069, 0.071, 0.372, -0.133, -0.628, -0.334, 0.351, 0.079, 0.384, 0.329, 0.316, 0.323, 0.214, 0.100, 0.323, 0.339, 0.531, 0.402, 0.463, 0.235, 0.398]
}


- Which value of multiplicity does entry 1 give?
  1